P.
This record from the OMol25 dataset describes 8 unconnected molecules or ions with the total composition H16O8. The level of theory is ωB97M-V with the def2-TZVPD basis set.

## Properties
LUMO energy: -0.04 eV
HOMO level: -11.036 eV
SMILES: O.O.O.O.O.O.O.O

```
! wB97M-V def2-TZVPD RIJCOSX def2/J DEFGRID3
* xyz 0 1
O 0.77 1.00 -4.03
H 1.71 0.97 -4.18
H 0.68 1.04 -3.08
O 3.44 -2.63 -0.94
H 2.84 -1.90 -1.10
H 4.28 -2.21 -0.74
O -4.38 0.79 -1.27
H -4.29 0.03 -0.70
H -4.73 1.48 -0.70
O -1.19 -2.38 -2.99
H -2.08 -2.51 -3.32
H -1.16 -1.46 -2.72
O 0.20 0.15 -0.22
H -0.50 0.45 0.37
H 1.00 0.46 0.20
O -2.69 1.93 3.38
H -1.93 1.36 3.45
H -3.36 1.51 3.92
O 3.26 1.17 1.52
H 3.87 1.35 2.24
H 3.26 1.96 1.00
O 0.10 -0.56 3.41
H 1.02 -0.53 3.14
H -0.13 -1.48 3.37
*
```

***

Q.
This record from the OMol25 dataset describes 8 unconnected molecules or ions with the total composition H16O8. The level of theory is ωB97M-V with the def2-TZVPD basis set.

## Properties
LUMO energy: -0.16 eV
HOMO level: -10.076 eV
SMILES: O.O.O.O.O.O.O.O

```
! wB97M-V def2-TZVPD RIJCOSX def2/J DEFGRID3
* xyz 0 1
O -1.58 1.49 -2.11
H -1.24 1.79 -1.26
H -1.87 2.29 -2.47
O -2.25 -2.47 0.48
H -2.71 -3.16 0.00
H -1.64 -2.92 1.04
O 1.14 -1.29 -0.94
H 0.58 -1.95 -1.36
H 0.47 -0.92 -0.40
O 3.38 1.30 0.81
H 2.72 0.60 0.94
H 3.98 0.95 0.15
O -0.55 0.10 0.88
H -1.20 -0.61 1.01
H 0.20 -0.01 1.56
O 1.61 0.13 2.44
H 1.70 0.83 3.08
H 1.84 -0.70 2.85
O -0.43 2.68 0.08
H -0.39 1.95 0.70
H 0.42 2.59 -0.42
O -1.31 -1.10 -2.66
H -1.20 -0.13 -2.59
H -1.66 -1.44 -1.82
*
```

***

It is Q that is most stable; the runner-up trails by 14.0 kcal/mol.

***

P.
This record from the OMol25 dataset describes 8 unconnected molecules or ions with the total composition H16O8. The level of theory is ωB97M-V with the def2-TZVPD basis set.

## Properties
LUMO energy: -0.37 eV
HOMO level: -10.847 eV
SMILES: O.O.O.O.O.O.O.O

```
! wB97M-V def2-TZVPD RIJCOSX def2/J DEFGRID3
* xyz 0 1
O -1.09 3.13 -3.28
H -1.37 2.48 -2.62
H -0.80 2.61 -4.04
O 1.36 2.97 0.63
H 1.86 2.85 1.45
H 0.64 2.33 0.70
O -1.58 -3.24 -0.09
H -0.85 -3.87 -0.10
H -1.48 -2.76 0.75
O 2.50 -0.34 2.65
H 2.10 -0.51 1.79
H 2.49 0.62 2.74
O -1.73 1.69 -0.72
H -2.70 1.65 -0.69
H -1.47 1.93 0.18
O 0.25 -0.23 -0.25
H -0.24 0.53 -0.63
H -0.42 -0.75 0.22
O -0.71 -1.77 2.26
H -1.12 -1.19 2.92
H -0.12 -2.35 2.77
O 1.85 -1.81 -2.32
H 1.27 -2.44 -2.76
H 1.35 -1.52 -1.54
*
```

***

Q.
This record from the OMol25 dataset describes a molecular structure, H16O8. The level of theory is ωB97M-V with the def2-TZVPD basis set.

## Properties
LUMO energy: -0.09 eV
HOMO level: -8.923 eV

```
! wB97M-V def2-TZVPD RIJCOSX def2/J DEFGRID3
* xyz 0 1
O -1.53 1.69 -1.18
H -1.79 1.60 -2.09
H -0.61 1.94 -1.22
O -2.65 0.49 -0.08
H -3.50 0.94 -0.10
H -2.12 0.96 -0.72
O 1.77 -1.84 0.23
H 1.29 -2.13 -0.54
H 2.11 -2.65 0.62
O 1.48 0.36 -1.63
H 0.71 0.24 -1.08
H 2.22 0.23 -1.04
O 1.96 -0.38 1.51
H 1.60 0.38 1.06
H 1.70 -1.12 0.97
O 0.22 0.05 -0.29
H 0.16 -0.69 0.32
H -0.64 0.47 -0.24
O -0.37 1.46 1.50
H -0.38 2.26 2.02
H 0.50 1.42 1.12
O -0.74 -1.68 0.61
H -1.37 -1.76 -0.11
H -0.01 -2.24 0.35
*
```

***

R.
This record from the OMol25 dataset describes 8 unconnected molecules or ions with the total composition H16O8. The level of theory is ωB97M-V with the def2-TZVPD basis set.

## Properties
LUMO energy: -0.06 eV
HOMO level: -10.985 eV
SMILES: O.O.O.O.O.O.O.O

```
! wB97M-V def2-TZVPD RIJCOSX def2/J DEFGRID3
* xyz 0 1
H 0.61 0.11 -0.15
H -0.57 0.81 0.51
H 3.95 -0.98 0.58
H 4.66 -1.10 1.92
H 2.53 3.29 0.90
H 1.60 3.68 -0.24
H -1.98 -1.35 3.82
H -2.44 -1.69 2.41
H 3.32 -1.74 -1.12
H 3.65 -0.98 -2.40
H -2.81 1.37 0.28
H -3.07 2.82 -0.09
H -2.01 -0.83 -3.24
H -3.08 0.21 -2.95
H -2.66 -1.36 0.17
H -2.10 -2.15 -1.00
O 0.29 0.98 0.11
O 3.85 -1.35 1.46
O 1.89 3.96 0.64
O -2.44 -2.03 3.32
O 3.88 -1.78 -1.91
O -2.36 2.21 0.14
O -2.83 -0.70 -2.76
O -1.88 -1.43 -0.40
*
```

***

S.
This record from the OMol25 dataset describes 8 unconnected molecules or ions with the total composition H16O8. The level of theory is ωB97M-V with the def2-TZVPD basis set.

## Properties
LUMO energy: 0.37 eV
HOMO level: -10.688 eV
SMILES: O.O.O.O.O.O.O.O

```
! wB97M-V def2-TZVPD RIJCOSX def2/J DEFGRID3
* xyz 0 1
O -0.88 1.96 0.15
H -1.17 1.19 -0.34
H -0.92 1.87 1.10
O 1.20 -1.79 0.99
H 1.03 -1.48 0.06
H 1.49 -2.68 0.95
O 0.89 -0.61 -1.50
H 0.41 -0.48 -2.33
H 1.16 0.27 -1.24
O 1.79 1.81 -0.83
H 2.70 1.73 -0.59
H 1.42 2.26 -0.04
O 1.43 0.80 1.98
H 1.60 -0.08 1.59
H 0.64 0.74 2.51
O -1.15 1.43 -2.86
H -0.44 2.09 -2.61
H -2.04 1.88 -2.96
O -1.15 -0.65 2.15
H -0.50 -1.13 1.67
H -1.75 -1.32 2.55
O -1.80 -2.88 0.09
H -1.44 -2.66 -0.75
H -2.51 -2.27 0.23
*
```

***

It is S that is most stable; the runner-up trails by 16.5 kcal/mol.

***

P.
This record from the OMol25 dataset describes 8 unconnected molecules or ions with the total composition H16O8. The level of theory is ωB97M-V with the def2-TZVPD basis set.

## Properties
LUMO energy: -0.45 eV
HOMO level: -10.582 eV
SMILES: O.O.O.O.O.O.O.O

```
! wB97M-V def2-TZVPD RIJCOSX def2/J DEFGRID3
* xyz 0 1
O -0.83 -2.37 -2.03
H -1.34 -2.21 -2.83
H -0.07 -1.78 -2.11
O 0.41 0.23 3.07
H 0.88 0.24 2.23
H -0.24 -0.48 2.96
O 1.45 -0.95 -3.45
H 2.38 -0.74 -3.57
H 1.04 -0.11 -3.22
O -1.78 -0.61 0.97
H -1.95 -0.98 0.09
H -2.64 -0.35 1.31
O -1.23 2.56 2.26
H -1.80 2.60 1.48
H -1.01 1.63 2.37
O 1.12 -0.04 0.11
H 0.99 -0.57 -0.69
H 0.37 0.57 0.14
O 3.27 -1.62 1.50
H 4.11 -1.17 1.41
H 2.61 -0.98 1.19
O -1.65 2.37 -0.77
H -2.23 3.10 -1.04
H -1.87 1.65 -1.37
*
```

***

Q.
This record from the OMol25 dataset describes 8 unconnected molecules or ions with the total composition H16O8. The level of theory is ωB97M-V with the def2-TZVPD basis set.

## Properties
LUMO energy: 0.35 eV
HOMO level: -10.345 eV
SMILES: O.O.O.O.O.O.O.O

```
! wB97M-V def2-TZVPD RIJCOSX def2/J DEFGRID3
* xyz 0 1
H 0.02 0.07 0.65
H 1.43 -0.33 1.15
H 0.90 3.44 1.86
H 0.62 3.60 0.40
H 3.85 -1.71 -2.31
H 2.58 -2.49 -1.69
H -3.53 -0.95 0.96
H -2.78 -1.09 -0.31
H -4.26 0.87 -0.33
H -5.43 -0.15 -0.78
H -1.00 0.48 -2.43
H -2.07 -0.05 -1.70
H 3.39 1.78 -1.84
H 2.51 2.70 -2.36
H 2.06 -3.41 5.21
H 2.42 -3.72 3.82
O 0.72 -0.62 0.65
O 0.33 3.93 1.25
O 2.88 -1.72 -2.25
O -3.44 -0.47 0.17
O -4.96 0.72 -0.99
O -1.17 -0.28 -1.92
O 2.72 2.41 -1.52
O 2.21 -2.98 4.31
*
```

***

It is P that is most stable; the runner-up trails by 44.3 kcal/mol.

***

P.
This record from the OMol25 dataset describes 8 unconnected molecules or ions with the total composition H16O8. The level of theory is ωB97M-V with the def2-TZVPD basis set.

## Properties
LUMO energy: 0.04 eV
HOMO level: -9.958 eV
SMILES: O.O.O.O.O.O.O.O

```
! wB97M-V def2-TZVPD RIJCOSX def2/J DEFGRID3
* xyz 0 1
H -1.02 0.17 -1.15
H 0.40 -0.03 -0.58
H 2.52 0.49 2.22
H 1.40 -0.30 2.96
H -2.57 -0.88 1.39
H -2.26 -1.82 2.56
H 3.01 3.76 -1.73
H 3.07 3.06 -0.51
H -4.77 -1.18 -1.10
H -4.85 0.39 -1.41
H -2.33 3.67 0.56
H -2.28 2.49 -0.51
H 3.94 -1.81 0.38
H 4.00 -3.02 -0.54
H -0.21 -2.98 -1.84
H 0.48 -2.60 -0.55
O -0.08 0.03 -1.34
O 2.15 0.41 3.10
O -1.99 -0.98 2.15
O 3.51 3.00 -1.32
O -4.38 -0.25 -0.91
O -1.78 2.96 0.16
O 3.61 -2.14 -0.46
O 0.44 -2.44 -1.52
*
```

***

Q.
This record from the OMol25 dataset describes 8 unconnected molecules or ions with the total composition H16O8. The level of theory is ωB97M-V with the def2-TZVPD basis set.

## Properties
LUMO energy: -0.25 eV
HOMO level: -10.757 eV
SMILES: O.O.O.O.O.O.O.O

```
! wB97M-V def2-TZVPD RIJCOSX def2/J DEFGRID3
* xyz 0 1
O 11.91 22.21 3.32
H 12.54 21.41 3.37
H 11.22 21.92 2.63
O 13.64 23.46 1.24
H 13.17 23.10 2.12
H 14.40 23.71 1.84
O 10.27 25.66 7.34
H 10.29 26.01 6.47
H 9.63 24.96 7.30
O 9.25 25.47 2.80
H 10.02 25.70 3.32
H 8.48 25.01 3.29
O 11.48 24.74 4.49
H 11.83 24.70 5.40
H 11.67 24.02 3.96
O 12.35 27.20 3.66
H 12.31 26.33 4.08
H 12.41 27.06 2.69
O 12.56 24.33 6.98
H 11.88 24.86 7.55
H 13.11 24.99 7.34
O 9.43 22.31 5.60
H 9.49 21.18 5.64
H 10.29 22.61 5.22
*
```

***

R.
This record from the OMol25 dataset describes 8 unconnected molecules or ions with the total composition H16O8. The level of theory is ωB97M-V with the def2-TZVPD basis set.

## Properties
LUMO energy: -0.18 eV
HOMO level: -10.398 eV
SMILES: O.O.O.O.O.O.O.O

```
! wB97M-V def2-TZVPD RIJCOSX def2/J DEFGRID3
* xyz 0 1
O 0.51 0.20 -0.33
H 0.23 -0.59 0.25
H -0.16 0.81 0.06
O 0.42 1.31 -2.77
H 1.20 1.46 -3.17
H 0.42 0.89 -1.89
O -0.82 1.83 1.72
H -0.61 2.70 2.17
H -0.25 1.20 2.25
O -2.26 -0.89 0.97
H -2.49 -0.64 1.93
H -1.43 -1.56 0.92
O 0.77 -2.83 -1.53
H 1.11 -2.04 -2.15
H 1.58 -3.37 -1.48
O -3.26 1.91 0.54
H -3.44 1.24 -0.18
H -2.35 1.88 0.80
O 0.33 -2.18 1.26
H 0.67 -2.60 0.47
H 0.80 -2.48 2.11
O 3.31 0.98 -0.68
H 3.37 1.92 -0.74
H 2.36 0.84 -0.52
*
```

***

S.
This record from the OMol25 dataset describes 8 unconnected molecules or ions with the total composition H16O8. The level of theory is ωB97M-V with the def2-TZVPD basis set.

## Properties
LUMO energy: 0.25 eV
HOMO level: -10.353 eV
SMILES: O.O.O.O.O.O.O.O

```
! wB97M-V def2-TZVPD RIJCOSX def2/J DEFGRID3
* xyz 0 1
O 1.16 -2.05 -2.46
H 0.21 -2.23 -2.35
H 1.33 -1.17 -2.84
O 0.10 1.73 2.57
H 0.83 1.08 2.43
H -0.48 1.44 1.88
O 0.30 0.79 -0.31
H 0.72 0.55 -1.15
H -0.16 -0.03 0.09
O -2.77 -2.28 0.44
H -2.28 -1.68 0.98
H -3.65 -2.11 0.68
O -2.49 0.53 1.38
H -3.01 0.25 0.60
H -2.95 1.25 1.83
O 2.17 2.50 0.25
H 1.88 3.36 0.02
H 1.36 1.94 0.17
O -0.17 -1.64 0.74
H -0.16 -2.58 0.56
H 0.33 -1.40 1.51
O 2.23 0.49 -2.33
H 2.84 0.62 -1.55
H 2.66 0.65 -3.15
*
```

***

It is S that is most stable; the runner-up trails by 12.4 kcal/mol.